1.
Molecular formula: C13H52N5O15S4
Method: DFT, ωB97M-V with the def2-TZVPD basis set

## Properties
- total charge = +3
- gap between HOMO and LUMO (eV) = 2.558

Last column: Mulliken charge in e.
Geometry (Å):
N1 -1.72413 -2.38335 8.48543  -1.2452
H1 -1.76993 -2.14378 7.50532  0.5678
H2 -2.61134 -2.09225 8.87041  0.4412
H3 -0.96410 -2.00096 9.02971  0.5407
H4 -1.59552 -3.38506 8.49627  0.4286
N2 3.10230 -4.15813 5.84933  -0.6688
H5 3.91284 -4.40940 5.30161  0.3754
H6 2.40211 -4.86067 6.03975  0.3906
H7 2.72161 -3.42849 5.26383  0.3795
H8 3.45627 -3.72851 6.69209  0.4399
N3 -3.01668 5.31802 5.30633  -0.7282
H9 -2.23266 5.74617 5.77760  0.4074
H10 -3.70762 5.25671 6.04047  0.4295
H11 -2.68563 4.41656 4.99350  0.4292
H12 -3.22102 5.92297 4.52377  0.3830
N4 3.54884 2.87405 5.74474  -0.7729
H13 2.94072 3.67141 5.86509  0.4066
H14 3.53761 2.53996 6.69783  0.4519
H15 4.41187 3.30267 5.44213  0.3795
H16 3.08448 2.17080 5.18805  0.4317
N5 -6.86136 -0.17098 4.55086  -0.5997
H17 -7.53400 -0.91418 4.42711  0.3842
H18 -5.90907 -0.46377 4.38499  0.3856
H19 -6.93634 0.25759 5.46235  0.4069
H20 -7.17681 0.61517 4.00081  0.3821
C1 -1.06113 -0.57228 3.17036  0.3910
O1 -1.81185 -1.40192 3.61345  -0.5534
O2 0.16166 -0.69056 3.26536  -0.6270
O3 -1.53584 0.55583 2.98640  -0.6372
O4 7.55843 -6.02741 -1.57626  -0.5779
S1 7.60393 -5.57053 -0.20421  1.1143
O5 6.78578 -6.20451 0.82571  -0.6049
O6 9.16187 -5.29653 0.24494  -0.2454
C2 9.69484 -6.35698 0.99527  -0.1417
C3 11.12185 -6.43616 0.66127  -1.2130
C4 6.99158 -3.87294 -0.21211  -0.9290
H21 9.17157 -7.29998 0.83703  0.4129
H22 9.59789 -6.07007 2.04235  0.2157
H23 11.57774 -7.37790 0.96685  0.3555
H24 11.71555 -5.63445 1.10047  0.3116
H25 11.24450 -6.22911 -0.40183  0.3211
H26 7.49962 -3.42689 -1.06712  0.3364
H27 7.35033 -3.32862 0.66146  0.2952
H28 5.90610 -3.86195 -0.31063  0.3490
O7 -6.69409 2.23393 -4.41636  -0.5592
S2 -5.47258 2.78690 -4.99660  1.0899
O8 -4.54983 1.98895 -5.84991  -0.5713
O9 -5.87112 4.17718 -5.87009  -0.3338
C5 -4.85842 4.79187 -6.63314  -0.3322
C6 -4.76869 6.29463 -6.31117  -1.0668
C7 -4.57752 3.69952 -3.59198  -0.8377
H29 -5.18495 4.49610 -7.63015  0.3886
H30 -3.85985 4.37141 -6.75219  0.3496
H31 -5.68651 6.87820 -6.23949  0.3259
H32 -4.16554 6.79340 -7.06982  0.3548
H33 -4.34270 6.55317 -5.34173  0.2552
H34 -5.25808 4.45203 -3.19361  0.3131
H35 -3.72045 4.24789 -3.98291  0.2691
H36 -4.30903 2.87949 -2.92599  0.3558
O10 3.16449 7.11937 -1.95431  -0.5969
S3 1.84660 6.40560 -1.88679  1.1284
O11 0.88733 6.55966 -0.79530  -0.6125
O12 0.98630 6.76765 -3.25369  -0.2659
C8 1.70210 6.84283 -4.47487  -0.4529
C9 2.00331 8.30055 -4.92271  -0.9450
C10 2.20312 4.62821 -2.14235  -0.8049
H37 1.00242 6.55100 -5.25808  0.3992
H38 2.51987 6.17475 -4.74512  0.3038
H39 2.55525 8.79500 -4.12337  0.2966
H40 1.07137 8.81699 -5.15270  0.2759
H41 2.59125 8.16032 -5.82978  0.3221
H42 1.15988 4.33212 -2.03251  0.3162
H43 2.81818 4.35491 -1.28497  0.3321
H44 2.56989 4.58838 -3.16803  0.3025
O13 -3.38092 -7.90504 -1.88222  -0.5797
S4 -2.70683 -6.80903 -2.62223  1.0972
O14 -1.46322 -7.05827 -3.44979  -0.5961
O15 -3.79084 -5.91125 -3.53055  -0.3359
C11 -5.21191 -5.97289 -3.36167  -0.2381
C12 -5.66313 -5.26478 -2.09785  -1.0892
C13 -2.21324 -5.49835 -1.51413  -0.8209
H45 -5.45307 -7.01911 -3.54972  0.3370
H46 -5.71575 -5.45680 -4.17890  0.3144
H47 -5.81348 -5.93195 -1.24912  0.3016
H48 -6.71356 -5.01673 -2.25007  0.3680
H49 -5.03720 -4.40550 -1.85707  0.3318
H50 -3.21301 -5.35430 -1.10448  0.2456
H51 -2.00221 -4.60057 -2.09514  0.2992
H52 -1.29049 -5.68703 -0.96548  0.3656

***

2.
Molecular formula: C12H29Cl2IrN2PS
Method: DFT, ωB97M-V with the def2-TZVPD basis set

## Properties
- multiplicity = 5
- total charge = -1
- ΔE to the lowest compared entry with this formula, charge and spin (kJ/mol) = 18.6
- gap between HOMO and LUMO (spin up / spin down) (eV) = 4.210 / 6.531

Last column: Mulliken charge in e.
Geometry (Å):
Ir1 0.18803 -0.02742 2.34635  0.7228
Cl1 0.71437 1.06242 0.40626  -0.5132
Cl2 -1.92700 -0.82939 2.01433  -0.5580
H1 -0.00017 1.49062 2.91790  -0.3121
H2 1.76228 -0.04241 2.31133  -0.1740
P1 -0.04946 -0.32417 -1.82747  0.4549
C1 1.62720 -0.84236 -2.56081  0.6767
C2 -1.14821 -1.12023 -3.12141  0.5708
C3 0.00318 1.41654 -2.58066  0.4436
C4 2.29478 -1.93769 -1.73580  -1.3903
H3 2.21714 0.07714 -2.43376  0.3364
C5 1.67576 -1.23739 -4.04186  -1.5020
H4 1.12053 -2.15700 -4.23773  0.1985
H5 2.72235 -1.44111 -4.29633  0.4678
H6 1.34147 -0.46427 -4.73118  0.2592
H7 2.30431 -1.70563 -0.66759  0.2932
H8 3.34224 -2.02883 -2.06908  0.4323
H9 1.81591 -2.91378 -1.90223  0.2600
H10 1.00867 1.75214 -2.29217  0.5093
C6 -1.01618 2.34961 -1.94149  -1.3738
C7 -0.10280 1.52453 -4.10665  -1.7024
H11 0.82671 1.25986 -4.62111  0.2141
H12 -0.30515 2.56715 -4.36685  0.5055
H13 -0.92799 0.94905 -4.52143  0.2992
H14 -0.94368 2.35646 -0.85151  0.3209
H15 -2.03781 2.09886 -2.24786  0.2488
H16 -0.80397 3.37192 -2.29399  0.4146
C8 -1.16847 -2.63749 -2.98737  -1.6538
H17 -0.65595 -0.88930 -4.06703  0.3178
C9 -2.54327 -0.50417 -3.15644  -1.7613
H18 -0.22403 -3.10098 -3.29549  0.2864
H19 -1.92809 -3.03044 -3.67871  0.4333
H20 -1.40762 -2.94463 -1.96356  0.3184
H21 -2.96085 -0.39903 -2.14773  0.3068
H22 -3.18724 -1.15163 -3.76564  0.4489
H23 -2.55903 0.47019 -3.65559  0.3279
S1 0.35794 -0.96737 4.33062  -0.2765
C10 0.14563 0.04679 5.72485  -0.1069
N1 1.17980 0.40505 6.50755  -0.1255
C11 0.78017 1.20503 7.66150  -0.3995
C12 -0.73936 1.28333 7.50671  -0.3941
N2 -0.98209 0.54331 6.25926  -0.1090
H24 2.11593 0.07759 6.31489  0.1699
H25 1.23975 2.20196 7.61008  0.2208
H26 1.08244 0.70623 8.59014  0.2474
H27 -1.08270 2.32314 7.41872  0.2290
H28 -1.26084 0.81325 8.35357  0.2391
H29 -1.90460 0.34460 5.89249  0.1780

***

3.
Molecular formula: CH5ClOSi
Method: DFT, ωB97M-V with the def2-TZVPD basis set

## Properties
- ΔE to the lowest compared entry with this formula, charge and spin (kJ/mol) = 292.0
- gap between HOMO and LUMO (eV) = 10.188

Last column: Mulliken charge in e.
Geometry (Å):
C1 0.46054 0.61108 -0.72389  -0.9731
Si1 -1.29908 0.00726 -0.39307  0.6494
O1 -2.24821 0.16812 -1.55556  -0.4693
H1 1.07984 0.78732 0.22895  0.2582
H2 1.02844 0.06809 -1.45253  0.3516
H3 0.47002 1.59668 -1.09511  0.3205
H4 -1.51604 -0.74543 0.97044  -0.1121
Cl1 1.56360 -1.45451 1.64310  -0.2885
H5 0.46088 -1.03862 2.37768  0.2632

***

4.
Molecular formula: C3H7Cl2P
Method: DFT, ωB97M-V with the def2-TZVPD basis set

## Properties
- ΔE to the lowest compared entry with this formula, charge and spin (kJ/mol) = 0.0
- gap between HOMO and LUMO (eV) = 9.258

Last column: Mulliken charge in e.
Geometry (Å):
H1 -0.75127 0.50431 2.85538  -0.0045
P1 -0.82507 -0.84549 2.49362  -0.0611
C1 -0.25082 -0.61166 0.93105  0.3239
Cl1 -0.15214 -2.04356 -0.05062  -0.2050
C2 0.12615 0.64943 0.23140  -0.4205
C3 -0.84668 0.95424 -0.91015  -1.0972
H2 1.13728 0.55810 -0.17438  0.1761
H3 0.11584 1.46654 0.95568  0.3503
H4 -0.59448 1.90634 -1.36886  0.3246
H5 -1.86597 1.00522 -0.53444  0.3348
H6 -0.79418 0.17829 -1.66974  0.3351
Cl2 2.93900 -1.85946 -1.64754  -0.2309
H7 1.76235 -1.86232 -1.11139  0.1745

***

5.
Molecular formula: C63H42ClMoN7O3
Method: DFT, ωB97M-V with the def2-TZVPD basis set

## Properties
- gap between HOMO and LUMO (spin up / spin down) (eV) = 5.301 / 5.300

Last column: Mulliken charge in e.
Geometry (Å):
Mo1 0.13547 -0.15799 -0.46388  -2.0180
C1 0.14275 2.21566 7.13421  -0.4419
C2 -0.68674 1.16979 6.75441  -0.8852
C3 -0.72137 0.75249 5.43259  -0.1501
C4 0.06265 1.38253 4.47501  -0.2355
C5 0.90788 2.41670 4.86382  0.1001
C6 0.94745 2.83314 6.18632  -1.0146
C7 0.01220 0.95146 3.05421  1.0976
C8 0.48271 -0.33631 2.76318  0.1647
C9 1.16487 -1.15023 3.72407  -1.4546
C10 1.44497 -2.33075 3.11410  -1.7343
C11 0.89314 -2.24472 1.79946  0.3963
N1 0.38841 -0.98913 1.57896  0.9524
C12 0.60243 -3.35026 1.00380  1.3591
C13 -0.34865 -3.26621 0.00470  0.8636
C14 -1.01895 -4.40047 -0.54253  -1.6121
C15 -2.15013 -3.93483 -1.12062  -1.5912
C16 -2.16779 -2.50169 -0.94962  0.3334
C17 -3.20330 -1.62396 -1.36090  0.6616
C18 -4.66842 -1.98710 -1.33075  0.7175
C19 -5.59740 -0.95758 -1.12443  -0.3541
C20 -6.96086 -1.19081 -1.03815  -0.9038
C21 -7.45983 -2.47804 -1.11890  -0.4488
C22 -6.55956 -3.52243 -1.25090  -0.9590
C23 -5.19821 -3.28364 -1.33839  -0.1814
C24 -2.89806 -0.31473 -1.69380  -0.4267
N2 -1.84596 0.44290 -1.25741  1.0619
C25 -2.06902 1.71037 -1.71546  1.4992
C26 -1.64901 2.85019 -1.05126  0.5571
C27 -2.14511 4.16615 -1.54436  -0.6774
C28 -1.71656 4.65371 -2.77532  0.0903
C29 -2.20953 5.84910 -3.27946  -0.9920
C30 -3.14488 6.57380 -2.55708  -0.5083
C31 -3.59410 6.08805 -1.33731  -0.9876
C32 -3.10323 4.89119 -0.83974  -0.0785
C33 -1.04065 2.73166 0.20243  0.2360
C34 -1.06630 3.78292 1.19066  -1.5236
C35 -0.76031 3.21258 2.37197  -1.5884
C36 -0.43859 1.83060 2.10690  -0.0478
N3 -0.58609 1.57833 0.75745  1.4090
C37 -3.15286 1.70522 -2.67422  -1.6923
C38 -3.69181 0.47692 -2.62262  -1.7419
N4 -1.01212 -2.11058 -0.34788  0.7484
C39 1.09341 -4.69466 1.42206  -1.1674
C40 0.46458 -5.37248 2.46255  0.0953
C41 0.89825 -6.63181 2.84414  -0.8696
C42 1.96375 -7.23167 2.18661  -0.4480
C43 2.59149 -6.56409 1.14635  -0.8030
C44 2.15685 -5.30123 0.76643  -0.0833
H1 0.16822 2.54400 8.16422  0.3895
H2 -1.31018 0.67817 7.48841  0.3982
H3 -1.37083 -0.06230 5.13443  0.4720
H4 1.56268 2.86284 4.12521  0.6554
H5 1.61584 3.63257 6.47541  0.4234
H6 1.40563 -0.84418 4.72594  0.6717
H7 1.93545 -3.19553 3.52455  0.7580
H8 -0.67882 -5.41848 -0.46889  0.6438
H9 -2.85254 -4.51093 -1.68496  0.6979
H10 -5.25603 0.05547 -0.97529  0.4558
H11 -7.62779 -0.35370 -0.87872  0.3993
H12 -8.52139 -2.66773 -1.04415  0.3883
H13 -6.91361 -4.54466 -1.27695  0.3954
H14 -4.56588 -4.14532 -1.39440  0.1363
H15 -0.99583 4.08417 -3.34219  0.3438
H16 -1.86331 6.20934 -4.23883  0.4272
H17 -3.53080 7.50586 -2.94766  0.4001
H18 -4.33751 6.63670 -0.77502  0.4022
H19 -3.48283 4.49996 0.09544  0.6052
H20 -1.32452 4.81021 1.00068  0.8226
H21 -0.74607 3.68114 3.33950  0.6643
H22 -3.48044 2.55351 -3.24926  0.7083
H23 -4.53072 0.10083 -3.17885  0.8596
H24 -0.36949 -4.90340 2.96853  0.5105
H25 0.40177 -7.14714 3.65579  0.4069
H26 2.29985 -8.21602 2.48287  0.3876
H27 3.42085 -7.02565 0.62693  0.4142
H28 2.64352 -4.78360 -0.04729  0.2858
O1 0.12566 -0.35498 -4.74271  -0.8013
C45 0.17976 -0.05023 -3.55843  -0.2895
N5 0.04793 -0.87206 -2.50176  0.9328
C46 0.44004 -2.23172 -2.79743  -2.2651
C47 1.73472 -2.44221 -2.06884  0.9725
C48 2.69988 -3.34119 -2.50120  -0.9992
C49 3.88978 -3.44192 -1.80655  -0.9439
C50 4.05851 -2.66541 -0.66972  -1.3063
C51 3.04427 -1.80681 -0.29363  -0.4305
N6 1.91292 -1.66256 -0.99360  2.1012
C52 0.63929 1.31983 -3.16256  0.0777
C53 1.00762 2.24453 -4.12528  -0.9656
C54 1.61821 3.41462 -3.71512  -1.1556
C55 1.80464 3.61943 -2.35602  -1.2513
C56 1.39182 2.65063 -1.46153  -0.7813
N7 0.84039 1.49566 -1.85643  3.0901
H29 0.59387 -2.33537 -3.87633  0.8815
H30 -0.29576 -2.97966 -2.50084  0.0002
H31 2.51069 -3.92566 -3.39053  0.5750
H32 4.66705 -4.11664 -2.13874  0.4367
H33 4.95765 -2.71367 -0.07290  0.5569
H34 3.13266 -1.19270 0.59082  0.5422
H35 0.82812 1.98893 -5.15936  0.6266
H36 1.93853 4.15448 -4.43552  0.4433
H37 2.26569 4.51774 -1.97194  0.6500
H38 1.49923 2.80606 -0.40050  0.4465
Cl1 7.89202 3.15903 -1.54082  -0.2253
C57 6.40168 2.64080 -0.79985  0.3635
C58 6.03621 3.16865 0.42799  -0.7929
C59 4.85066 2.75387 1.01048  -0.8055
C60 4.03386 1.82455 0.37591  0.4786
C61 4.41525 1.32093 -0.86352  0.4607
C62 5.60420 1.71852 -1.45545  -1.4180
C63 2.72147 1.42705 1.02483  -0.4593
O2 2.43010 1.89219 2.11113  -0.6865
O3 2.01663 0.65207 0.26744  1.1253
H39 6.67452 3.89232 0.91503  0.4305
H40 4.53919 3.13868 1.97200  0.4748
H41 3.76141 0.63002 -1.37843  0.6120
H42 5.90651 1.32803 -2.41691  0.4528

***

6.
Molecular formula: C6H9NO3
Method: DFT, ωB97M-V with the def2-TZVPD basis set

## Properties
- ΔE to the lowest compared entry with this formula, charge and spin (kJ/mol) = 371.2
- gap between HOMO and LUMO (eV) = 7.884

Last column: Mulliken charge in e.
Geometry (Å):
C1 -0.87432 1.62865 -0.71776  -1.4495
C2 -0.56927 0.65978 0.41870  0.9381
O1 -0.99094 0.77507 1.56776  -0.5825
C3 0.98558 0.13158 0.24589  0.0575
N1 2.07584 1.03193 0.04587  -0.6202
C4 1.14153 -1.14227 1.05306  -0.8524
C5 0.64040 -1.13056 -0.33447  0.0333
C6 -1.25068 -1.10095 -0.48334  0.4563
O2 -1.68988 -1.12489 -1.61178  -0.5605
O3 -1.79250 -1.82554 0.51789  -0.4100
H1 -0.65461 1.18896 -1.68901  0.3946
H2 -1.93399 1.87940 -0.68363  0.3392
H3 -0.26312 2.52264 -0.58273  0.3982
H4 1.88609 1.76615 -0.63047  0.2758
H5 2.32841 1.48832 0.91879  0.2930
H6 2.12332 -1.59105 1.18630  0.3149
H7 0.45241 -1.24250 1.88903  0.1922
H8 0.94019 -1.61235 -1.25328  0.4336
H9 -2.55446 -2.30240 0.14318  0.3486

***

7.
Molecular formula: C7H12
Method: DFT, ωB97M-V with the def2-TZVPD basis set

## Properties
- ΔE to the lowest compared entry with this formula, charge and spin (kJ/mol) = 92.7
- gap between HOMO and LUMO (eV) = 10.517

Last column: Mulliken charge in e.
Geometry (Å):
C1 1.28639 -0.02541 1.56689  -1.4793
C2 1.37241 -0.21336 0.07786  0.0740
C3 0.39239 -0.94416 -0.78935  -0.3013
C4 -1.09348 -1.12152 -0.55368  -0.6544
C5 -1.62515 0.21943 -0.04688  -0.7175
C6 -0.60011 1.36894 -0.43543  -0.8224
C7 0.63237 0.60021 -0.93246  -0.1844
H1 1.62236 -0.94346 2.05808  0.3484
H2 1.94047 0.79598 1.87628  0.3310
H3 0.27568 0.19151 1.92266  0.3340
H4 2.38733 -0.43107 -0.24798  0.4215
H5 0.84843 -1.69019 -1.44894  0.3855
H6 -1.51676 -1.46720 -1.51150  0.3686
H7 -1.47968 -1.79933 0.21283  0.3037
H8 -2.69367 0.28269 -0.29768  0.4237
H9 -1.57469 0.14610 1.04580  0.1859
H10 -0.40702 1.93069 0.49662  0.2529
H11 -0.90254 2.14073 -1.16529  0.3463
H12 1.13527 0.95943 -1.82783  0.3839

***

8.
Molecular formula: C2H6OS
Method: DFT, ωB97M-V with the def2-TZVPD basis set

## Properties
- ΔE to the lowest compared entry with this formula, charge and spin (kJ/mol) = 102.5
- gap between HOMO and LUMO (eV) = 9.979

Last column: Mulliken charge in e.
Geometry (Å):
C1 -0.51747 -0.66457 1.64985  -0.8050
C2 0.60315 -1.15129 1.21956  0.2617
O1 1.47330 -0.45300 0.39263  -0.4841
H1 -0.92434 0.33893 1.69339  0.2489
H2 -1.21448 -1.27742 2.33989  0.1829
H3 0.91750 -2.19862 1.27160  0.3068
H4 1.05729 0.46957 0.15471  0.2973
S1 0.17815 1.65869 -3.16334  -0.3054
H5 -0.80917 2.47536 -2.70153  0.1527
H6 -0.76393 0.80234 -2.85676  0.1443